The following is a DFT calculation (ωB97M-V/def2-TZVPD) of a molecular structure, C35H57AgN4O5S2Si.

## Properties
E_tot = -3196.21414 hartree
total charge = -2
max |F| = 1.3 eV Å⁻¹
orbital gap = 6.18 eV

XYZ file:
```
105
C35H57AgN4O5S2Si ωB97M-V/def2-TZVPD
Ag -0.11695 0.14153 -0.86305
O -1.04074 -1.11542 1.16381
C -0.45256 -1.53563 2.22659
C -1.02834 -1.32603 3.50404
C -0.44676 -1.79227 4.66243
C 0.72156 -2.53403 4.61615
C 1.29049 -2.78513 3.37699
C 0.76357 -2.28177 2.20579
C 1.40070 -2.62812 0.89347
N 1.98600 -1.32009 -1.03404
N 1.85704 -2.38466 -1.96451
C 0.90139 -2.17007 -2.82992
O 0.12466 -1.16921 -2.89751
C 0.76866 -3.25212 -3.84432
C 1.62407 -4.35153 -3.83130
C 1.53465 -5.32366 -4.80573
C 0.58208 -5.22030 -5.81013
C -0.28960 -4.14255 -5.81502
C -0.20201 -3.16961 -4.83907
H -1.96348 -0.77664 3.55384
H -0.90654 -1.57332 5.62358
H 1.19069 -2.90483 5.52016
H 2.19527 -3.38250 3.32788
H 1.80821 -3.63909 0.96951
H 2.35493 -4.40550 -3.04024
H 2.21567 -6.16846 -4.79569
H 0.53637 -5.96224 -6.59969
H -1.03751 -4.05885 -6.59396
H -0.86447 -2.31793 -4.83257
C 4.42171 -0.13047 0.33334
C 3.03243 -0.43500 0.94190
C 3.19524 -0.50180 2.45775
C 2.50849 -1.73402 0.25512
O 2.14395 0.58609 0.59533
Si 1.93088 2.14499 0.98947
S 0.25921 2.69416 -0.06565
O 1.90242 2.16457 2.62647
C 1.68970 3.20298 3.53143
C 0.81230 4.31082 2.94654
C 0.99183 2.57361 4.74503
C 3.04846 3.79336 3.94332
O 3.28927 3.06644 0.67880
C 3.59046 3.80372 -0.47635
C 3.38411 2.97318 -1.74291
C 2.70944 5.05766 -0.52423
C 5.06570 4.22414 -0.36403
H 5.17308 -0.81369 0.73201
H 4.69801 0.89145 0.58667
H 4.40933 -0.23156 -0.75263
H 3.71164 -1.41051 2.75946
H 2.21993 -0.45291 2.92606
H 3.76557 0.36616 2.77994
H 3.39757 -2.38102 0.12410
H 2.53438 -0.56804 -1.44746
H 0.60127 -2.65007 0.15143
H -0.06141 3.86643 2.48012
H 1.35613 4.84514 2.17331
H 0.50479 5.00574 3.72677
H 0.03380 2.17177 4.42684
H 0.84037 3.31040 5.53304
H 1.59474 1.75112 5.12402
H 3.59594 4.05802 3.04207
H 3.62565 3.05608 4.49921
H 2.90807 4.68029 4.56046
H 2.33910 2.68375 -1.81412
H 3.98757 2.07024 -1.70031
H 3.65995 3.55262 -2.62093
H 1.66797 4.74444 -0.55759
H 2.93619 5.66364 -1.39802
H 2.87401 5.65143 0.37336
H 5.71328 3.35035 -0.34934
H 5.22113 4.78719 0.55409
H 5.33888 4.85053 -1.21021
C -6.14297 0.89993 0.04505
C -5.61668 2.20391 0.62939
C -4.25636 2.59777 0.05864
C -3.07631 1.78799 0.59463
N -3.13619 0.35726 0.34287
C -3.04201 -0.18996 -0.89541
S -3.19817 0.68399 -2.30422
N -3.05966 -1.55653 -0.88357
C -2.75019 -2.37394 -2.04653
C -3.80948 -2.33162 -3.15172
C -5.24288 -2.61589 -2.70617
C -5.52640 -4.08512 -2.41177
H -7.14461 0.68800 0.41698
H -5.48656 0.08043 0.31251
H -6.17324 0.96273 -1.03976
H -5.54482 2.11888 1.71756
H -6.32994 3.00454 0.40885
H -4.05023 3.64199 0.30814
H -4.27354 2.50744 -1.02652
H -3.03202 1.90067 1.68204
H -2.15508 2.21151 0.17260
H -2.55219 -0.17328 1.01047
H -2.62795 -1.91184 -0.03403
H -2.63427 -3.39866 -1.68396
H -1.79786 -2.05310 -2.48645
H -3.50822 -3.05199 -3.91703
H -3.78622 -1.33354 -3.58706
H -5.91677 -2.28764 -3.50236
H -5.45511 -2.01369 -1.82338
H -5.25473 -4.70589 -3.26462
H -6.58705 -4.23467 -2.20828
H -4.96189 -4.42302 -1.54809
```

Mulliken population analysis, charges in e, atoms 1 to 2:
1 Ag 1.0298
2 O 0.1259


The following is a DFT calculation (ωB97M-V/def2-TZVPD) of a molecular structure, C35H57BClIrN4PSi4.

## Properties
E_tot = -3675.40082 hartree
total charge = +1
max |F| = 3.6 eV Å⁻¹
orbital gap (alpha / beta) = 4.91 / 5.16 eV

XYZ file:
```
104
C35H57BClIrN4PSi4 ωB97M-V/def2-TZVPD
Ir -0.02801 0.35378 -0.28921
Cl -3.10398 0.37776 -0.17746
C -3.59387 -1.20328 0.29975
C -4.87335 -1.39399 0.78960
C -5.26291 -2.65932 1.19538
C -4.37784 -3.72157 1.09143
C -3.10898 -3.52417 0.57663
C -2.69136 -2.25650 0.17411
P -0.96967 -1.90866 -0.35756
C -0.15833 -3.43329 0.24168
C -0.12868 -4.61645 -0.49269
C 0.38961 -5.76921 0.07168
C 0.89154 -5.74958 1.36251
C 0.88956 -4.56701 2.08538
C 0.36186 -3.41634 1.53114
C -0.99117 -2.23370 -2.14541
C 0.25565 -2.23196 -2.76865
C 0.35538 -2.47742 -4.12245
C -0.78926 -2.71717 -4.86760
C -2.03311 -2.68214 -4.25863
C -2.14211 -2.43843 -2.89829
H -5.55184 -0.55753 0.86094
H -6.25413 -2.81239 1.58971
H -4.67073 -4.70702 1.41818
H -2.42933 -4.35999 0.49034
H -0.52303 -4.64317 -1.49937
H 0.39528 -6.68743 -0.49535
H 1.28444 -6.65368 1.80233
H 1.29711 -4.54690 3.08508
H 0.33931 -2.49373 2.09114
H 1.14405 -2.04207 -2.18071
H 1.32456 -2.48998 -4.59746
H -0.71207 -2.92904 -5.92344
H -2.92345 -2.84445 -4.84911
H -3.11774 -2.42426 -2.42798
C 2.85699 1.76293 -5.10223
C 3.18845 1.31400 -3.68687
N 1.99670 1.41587 -2.87172
C 0.73746 1.20795 -3.32125
N -0.23076 1.19751 -2.43601
C -1.60922 1.24130 -2.89749
C -1.74246 1.70946 -4.34078
C -0.77898 0.89242 -5.18227
N 0.55122 1.11252 -4.66303
C 1.66659 0.93641 -5.56912
H 3.70730 1.61216 -5.76624
H 2.59344 2.82099 -5.10493
H 3.95247 1.95118 -3.23801
H 3.57539 0.28723 -3.69447
H 2.12422 1.29972 -1.87666
H -2.15752 1.92774 -2.23949
H -2.05764 0.24262 -2.80585
H -1.47289 2.76496 -4.41435
H -2.76929 1.58258 -4.68246
H -0.79984 1.21367 -6.22591
H -1.04495 -0.17370 -5.14507
H 1.34009 1.24664 -6.56367
H 1.94701 -0.12507 -5.62466
B 4.62704 -0.32766 -0.73755
C 3.11299 -0.44861 -0.57382
N 1.95979 -0.48878 -0.41099
H 4.96950 -0.94471 -1.70194
H 5.12571 -0.76439 0.25992
H 4.82595 0.85396 -0.85200
C -3.17085 1.63991 3.17359
Si -1.47620 0.88478 3.63965
C -1.16960 1.34208 5.47034
C -1.61183 -1.02007 3.57614
Si -0.00646 1.56043 1.71731
Si -0.00455 4.00717 2.07139
C -1.69797 4.66879 1.47569
C 0.22966 4.57096 3.88730
C 1.36075 4.83880 1.02401
Si 2.40825 0.86847 3.02475
C 2.68807 -0.98783 2.74822
C 2.43687 1.21130 4.90234
C 3.55672 2.03025 2.05658
H -3.98369 1.01821 3.54100
H -3.29981 1.74424 2.10285
H -3.29456 2.62334 3.61622
H -2.01901 1.02338 6.06729
H -1.05846 2.40831 5.62010
H -0.29043 0.86471 5.88338
H -2.47343 -1.36015 4.14142
H -0.73553 -1.49499 4.00349
H -1.72825 -1.38098 2.55943
H -2.49623 4.39986 2.15857
H -1.95619 4.27788 0.49659
H -1.69319 5.75328 1.39998
H -0.61555 4.28989 4.50578
H 0.31821 5.65285 3.93851
H 1.12520 4.15405 4.33632
H 1.39501 4.43422 0.01747
H 2.34300 4.71350 1.46589
H 1.18123 5.90757 0.94005
H 2.28861 -1.58123 3.56544
H 3.75082 -1.20193 2.67180
H 2.23762 -1.32856 1.82352
H 1.91964 0.43038 5.45163
H 1.98337 2.16017 5.16663
H 3.46407 1.22869 5.26159
H 3.21426 2.18370 1.04046
H 4.55321 1.60337 1.98619
H 3.63909 3.00057 2.53442
```

Mulliken population analysis, charges in e, atoms 1 to 2:
1 Ir 2.3488
2 Cl -0.0962


The following is a DFT calculation (ωB97M-V/def2-TZVPD) of 7 unconnected molecules or ions with the total composition C35H57Cl3N6O2.

## Properties
E_tot = -3227.18338 hartree
2S+1 = 3
⟨S²⟩ = 2.009
max |F| = 3.7 eV Å⁻¹
orbital gap (alpha / beta) = 8.59 / 8.55 eV

XYZ file:
```
103
C35H57Cl3N6O2 ωB97M-V/def2-TZVPD
C 1.69929 1.29323 0.58028
Cl 1.57842 -0.00558 1.77786
Cl 0.03349 1.85563 0.17039
Cl 2.56812 0.88367 -0.84943
H 2.19067 2.11152 1.10152
C -2.80091 0.74183 -2.32305
C -1.92044 0.05260 -3.35259
C -0.57651 -0.32224 -2.72187
C 0.35559 -1.30167 -3.49760
C -0.40962 -2.55909 -3.85470
C -1.72355 -2.21863 -4.64526
N -2.54869 -1.21867 -3.92523
O -3.83509 -1.07266 -4.31719
C -1.38609 -1.88612 -6.08223
C -2.43614 -3.55611 -4.62684
C -1.66657 1.11759 -4.45591
H -2.23606 1.48286 -1.75878
H -3.24143 0.04221 -1.60751
H -3.73552 1.17082 -2.68617
H -0.04563 0.62968 -2.64972
H -0.73497 -0.61963 -1.68295
H 1.22947 -1.51955 -2.88530
H 0.58068 -0.80243 -4.44181
H -0.74601 -3.11116 -2.97666
H 0.38716 -3.09437 -4.37323
H -2.18695 -1.76785 -6.81170
H -0.73345 -1.01686 -6.17842
H -0.75943 -2.68236 -6.49042
H -2.68634 -3.90068 -3.62217
H -3.34863 -3.60739 -5.22171
H -1.80121 -4.35888 -5.00667
H -1.11200 0.87285 -5.36080
H -1.15129 1.99201 -4.05252
H -2.65804 1.48627 -4.72347
C -4.81352 -3.25377 2.69828
C -4.33754 -2.11205 3.61290
C -3.02851 -2.75720 4.23760
C -2.20865 -1.79334 5.01937
C -1.69680 -0.73877 4.05510
C -2.90615 -0.00740 3.36940
N -3.90334 -0.94925 2.79852
O -4.89642 -0.37451 2.05501
C -3.42033 1.00536 4.39841
C -2.15396 0.75144 2.27231
C -5.41174 -1.78662 4.68527
H -5.72559 -2.81739 2.27810
H -5.18195 -4.14871 3.19664
H -4.14982 -3.44129 1.85660
H -3.41447 -3.52245 4.91538
H -2.42363 -3.28934 3.50277
H -1.44433 -2.36438 5.55455
H -2.71509 -1.34634 5.87898
H -1.09054 -1.22821 3.29049
H -0.98713 -0.06889 4.54152
H -2.62201 1.64486 4.77244
H -4.18827 1.59648 3.89825
H -3.82382 0.51586 5.28338
H -1.43589 1.42262 2.74578
H -1.49527 0.08149 1.71682
H -2.66662 1.31182 1.48988
H -5.03964 -1.03006 5.37455
H -5.63601 -2.60809 5.36686
H -6.31393 -1.47238 4.16257
N 1.61816 4.11881 -4.07703
C 2.02790 3.60947 -2.85590
C 2.45758 4.64667 -2.03871
C 2.11271 5.81548 -2.75194
C 1.67617 5.48073 -4.00778
H 1.43980 3.55776 -4.89189
H 2.10506 2.53884 -2.75362
H 2.82979 4.62825 -1.02731
H 2.10917 6.84526 -2.42767
H 1.27010 6.15404 -4.74554
N 6.23819 1.82340 -1.05727
C 7.58022 2.02894 -1.11590
C 7.82456 3.29972 -0.56373
C 6.58029 3.86089 -0.15546
C 5.64644 2.91648 -0.51808
H 5.80185 0.98296 -1.39614
H 8.24862 1.33358 -1.59656
H 8.76032 3.83384 -0.62033
H 6.40312 4.84155 0.25590
H 4.56881 2.94968 -0.47619
N 1.54859 -4.56515 1.49203
C 1.21615 -3.27436 1.79983
C 0.05131 -2.91611 1.14353
C -0.37723 -4.07655 0.44807
C 0.57408 -5.02421 0.66305
H 2.30121 -5.11691 1.86303
H 1.84076 -2.79290 2.53685
H -0.38972 -1.93596 1.22099
H -1.25417 -4.24662 -0.15634
H 0.68748 -6.05950 0.37641
N 4.53620 3.10443 2.54701
C 3.33065 3.09406 3.15458
C 3.24135 1.90942 3.91437
C 4.43967 1.21115 3.68335
C 5.13151 1.86903 2.71789
H 4.89644 3.85035 1.97650
H 2.63444 3.91461 3.07793
H 2.44851 1.48660 4.51048
H 4.77236 0.30624 4.16801
H 6.06017 1.66571 2.20775
```

Mulliken population analysis, charges in e, atoms 1 to 2:
1 C 0.6559
2 Cl -0.0342


The following is a DFT calculation (ωB97M-V/def2-TZVPD) of a molecular structure, C35H57MgN2O2P2.

## Properties
E_tot = -2510.45012 hartree
total charge = +1
max |F| = 8.2 eV Å⁻¹
orbital gap = 6.16 eV

XYZ file:
```
99
C35H57MgN2O2P2 ωB97M-V/def2-TZVPD
C 2.00055 -2.01589 -0.91930
C 1.77236 0.22269 -1.75117
C 2.99458 -2.31960 -1.86627
C 2.57694 -0.19558 -2.87388
C 3.24857 -1.39713 -2.87808
H 3.50172 -3.27868 -1.81395
H 2.72348 0.54355 -3.69907
H 4.00585 -1.62009 -3.68944
N 1.46069 -0.79775 -0.83364
P -0.09518 -2.86570 0.75629
P 1.00149 2.35801 -0.13858
C 1.57546 -3.13629 0.03291
H 1.59682 -4.10163 -0.50223
H 2.30819 -3.21586 0.85075
C 1.13606 1.50709 -1.73397
H 1.13401 2.09911 -2.62853
C -0.27140 3.81298 -0.48817
C 2.78393 2.95625 -0.09917
C -1.23152 -3.63026 -0.56642
C 0.00036 -3.95371 2.29994
C -1.62685 3.40403 0.10866
H -1.52745 3.10363 1.15955
H -2.32173 4.25913 0.06173
H -2.09402 2.58444 -0.43325
C 0.19685 5.07223 0.24841
H 0.29990 4.89505 1.32873
H 1.14311 5.46591 -0.13682
H -0.55840 5.86406 0.12001
C -0.45009 4.09577 -1.98370
H -1.15994 4.93493 -2.08362
H 0.47897 4.43032 -2.45649
H -0.84649 3.21342 -2.50900
C 3.04179 3.59821 1.27104
H 2.79446 2.90280 2.08903
H 4.10978 3.82469 1.31788
H 2.47486 4.52521 1.41562
C 3.74618 1.76796 -0.23782
H 3.50650 0.94816 0.44758
H 3.78115 1.38121 -1.25968
H 4.74915 2.14462 -0.00421
C 3.01307 3.92430 -1.26653
H 2.40628 3.71857 -2.16449
H 2.85804 4.97596 -0.97484
H 4.06342 3.81432 -1.57945
C -1.40442 -4.12123 2.90401
H -1.29265 -4.53906 3.91701
H -1.92996 -3.15569 3.00102
H -2.03789 -4.81821 2.33150
C 0.87359 -3.19645 3.31897
H 1.91976 -3.11108 2.99410
H 0.48457 -2.19180 3.54186
H 0.85815 -3.77678 4.25579
C 0.64775 -5.32530 2.06156
H 0.83181 -5.77578 3.04830
H 0.00458 -6.02203 1.50691
H 1.61458 -5.25161 1.54554
C -0.96670 -2.96903 -1.93163
H -1.68147 -3.36767 -2.66827
H -1.13391 -1.88682 -1.88185
H 0.05079 -3.13861 -2.30251
C -2.68359 -3.30764 -0.16237
H -2.83805 -2.21953 -0.09580
H -3.36439 -3.70650 -0.92690
H -2.96171 -3.75349 0.80155
C -1.01591 -5.14336 -0.68940
H 0.03679 -5.40264 -0.87545
H -1.37389 -5.68433 0.19520
H -1.59774 -5.50824 -1.54970
Mg 0.02621 -0.17371 0.80364
C 1.87672 -0.15617 1.96312
O 2.83606 -0.24931 2.58605
N -1.40327 0.19474 -0.63415
C -1.29804 0.62080 -1.81511
C -1.59964 0.79585 -3.20329
C -2.97119 0.67327 -3.45037
C -0.74473 1.01172 -4.32522
C -3.54592 0.77005 -4.71594
H -3.56782 0.47429 -2.53967
C -1.32255 1.10580 -5.62110
H 0.35328 1.05293 -4.23496
C -2.70716 0.99511 -5.80187
H -4.64941 0.65312 -4.75125
H -0.70308 1.26198 -6.51605
H -3.16468 1.07363 -6.76644
C -1.17863 2.82043 3.96029
C -0.35680 1.61829 3.52051
O -1.06723 0.69627 2.62719
C -2.01508 -0.23494 3.22299
C -2.95114 0.36672 4.24764
H -1.93201 3.13430 3.21961
H -0.50125 3.66155 4.13425
H -1.67979 2.60392 4.90675
H 0.52856 1.95429 2.95441
H 0.01504 1.05487 4.38986
H -2.57282 -0.64611 2.36853
H -1.44035 -1.06413 3.67040
H -3.43801 1.27388 3.87722
H -3.73071 -0.36868 4.46027
H -2.43607 0.57771 5.18695
```

Mulliken population analysis, charges in e, atoms 1 to 2:
1 C -0.3826
2 C -1.0104